1.
Molecular formula: C43H100NO42P7
Method: DFT, wB97M-V/def2-TZVPD

Calculated values
E_HOMO (eV): -10.1
Net charge: 0
LUMO level (eV): -0.49
E_tot (eV): -198733.0845

Atoms and positions in Å:
1 O 0.8939 1.8903 -4.5787
2 N 2.0170 2.2650 -4.3498
3 O 3.0210 1.8139 -4.8698
4 C 2.2071 3.3621 -3.3871
5 C 3.4857 3.7612 -3.0651
6 C 3.6811 4.7676 -2.1077
7 C 2.5738 5.3357 -1.5050
8 C 1.2673 4.9309 -1.8387
9 C 1.0985 3.9707 -2.8089
10 H 4.3052 3.3181 -3.6140
11 H 4.7136 5.0527 -1.9646
12 H 2.7645 6.1086 -0.7704
13 H 0.4484 5.4767 -1.3935
14 H 0.1010 3.7098 -3.1383
15 C -2.3211 3.9932 -0.3954
16 O -3.3841 4.4817 -1.2024
17 P -3.0289 5.5261 -2.3547
18 O -1.7121 5.3120 -2.9764
19 O -4.2814 5.3617 -3.3536
20 C -4.1922 5.8432 -4.6714
21 O -3.2714 6.9656 -1.6567
22 C -4.5626 7.2855 -1.1282
23 H -2.7819 3.2990 0.3073
24 H -1.7948 4.7256 0.2180
25 H -1.6079 3.3780 -0.9440
26 H -3.2655 6.3374 -4.9685
27 H -4.9718 6.5133 -5.0460
28 H -4.3059 4.9893 -5.3483
29 H -4.5765 7.3959 -0.0435
30 H -5.3157 6.5947 -1.4969
31 H -4.7713 8.3048 -1.4614
32 C 3.2589 -6.9244 3.8866
33 O 3.2974 -5.9115 2.9010
34 P 2.2366 -4.6964 3.0105
35 O 2.3932 -3.8791 4.2142
36 O 2.5426 -3.9916 1.6280
37 C 1.6485 -2.9197 1.2570
38 O 0.8171 -5.4129 2.8600
39 C 0.5016 -6.1377 1.6421
40 H 4.0654 -6.7862 4.6087
41 H 3.3819 -7.9101 3.4389
42 H 2.3390 -6.9587 4.4750
43 H 2.2944 -2.0586 1.0846
44 H 0.7539 -2.6678 1.8251
45 H 1.3042 -3.1980 0.2591
46 H 0.1086 -7.1244 1.8682
47 H 1.4043 -6.1806 1.0370
48 H -0.2571 -5.5535 1.1259
49 C -0.7100 -2.0951 4.7606
50 O -1.4323 -2.0351 3.5505
51 P -2.9967 -2.3335 3.5798
52 O -3.7069 -1.4835 4.5611
53 O -3.4007 -2.1497 2.0590
54 C -2.9189 -2.9944 1.0231
55 O -3.0697 -3.9521 3.7388
56 C -3.2936 -4.5530 5.0127
57 H -0.0881 -2.9813 4.9007
58 H -1.3365 -2.0735 5.6607
59 H -0.0916 -1.2076 4.9124
60 H -2.1716 -3.7647 1.2058
61 H -2.5907 -2.3947 0.1753
62 H -3.7633 -3.5504 0.6039
63 H -4.3313 -4.9043 4.9768
64 H -3.3376 -3.8758 5.8705
65 H -2.5639 -5.3443 5.1606
66 C 6.2333 2.1131 4.2713
67 O 6.8772 1.3946 3.1924
68 P 6.0396 0.9160 1.9016
69 O 6.9509 0.4765 0.8474
70 O 5.0504 -0.1858 2.4679
71 C 5.1245 -1.5623 2.1320
72 O 5.0601 2.0932 1.5128
73 C 5.3929 3.0599 0.5209
74 H 5.1696 2.1701 4.0420
75 H 6.7872 3.0497 4.3207
76 H 6.3595 1.6078 5.2293
77 H 4.2468 -1.8495 1.5457
78 H 4.9530 -2.1433 3.0420
79 H 6.0332 -1.8998 1.6421
80 H 5.4470 2.6063 -0.4691
81 H 6.3937 3.4844 0.6312
82 H 4.6505 3.8458 0.6054
83 C -1.1499 0.5728 -2.5580
84 O -0.2013 1.0444 -1.6097
85 P -0.1595 0.3510 -0.1808
86 O -0.4860 -1.0711 -0.0545
87 O 1.2581 0.7402 0.4382
88 C 1.5997 2.1320 0.5675
89 O -1.2195 1.2586 0.6339
90 C -1.5583 0.7533 1.9277
91 H -1.5607 1.3818 -3.1609
92 H -1.9137 -0.0499 -2.0880
93 H -0.6942 -0.0792 -3.3124
94 H 1.1474 2.8485 -0.1190
95 H 2.6842 2.1627 0.4884
96 H 1.2950 2.4430 1.5668
97 H -0.7661 0.1070 2.3028
98 H -2.5124 0.2266 1.9187
99 H -1.7110 1.5402 2.6695
100 C -5.1366 1.5511 -2.9801
101 O -4.7252 0.3556 -3.6235
102 P -5.2247 -1.1113 -3.1854
103 O -6.6649 -1.4064 -3.2783
104 O -4.2823 -2.0303 -4.1119
105 C -4.4582 -1.9880 -5.5391
106 O -4.5402 -1.3071 -1.7477
107 C -5.3314 -1.1503 -0.5532
108 H -4.3170 2.2425 -2.7807
109 H -5.6306 1.3187 -2.0350
110 H -5.8403 2.0942 -3.6141
111 H -3.7948 -1.2111 -5.9330
112 H -5.4664 -1.6721 -5.8030
113 H -4.0838 -2.9231 -5.9418
114 H -5.6149 -2.1406 -0.1951
115 H -6.2233 -0.5667 -0.7682
116 H -4.6514 -0.7207 0.1794
117 C -2.8832 1.7680 -6.1195
118 O -2.3720 1.9500 -7.4287
119 P -1.3133 0.8899 -7.9696
120 O -1.5553 -0.4743 -7.4567
121 O -1.4862 1.0257 -9.5641
122 C -2.4600 0.2498 -10.2170
123 O 0.0647 1.5492 -7.6057
124 C 1.2279 1.4950 -8.4329
125 H -3.6346 0.9780 -6.1538
126 H -3.3434 2.6630 -5.7053
127 H -2.1971 1.4285 -5.3403
128 H -3.1524 -0.2485 -9.5384
129 H -1.9846 -0.4830 -10.8750
130 H -3.0691 0.8310 -10.9161
131 H 1.2606 2.3872 -9.0571
132 H 1.2508 0.6258 -9.0926
133 H 2.0807 1.4190 -7.7615
134 C -1.8256 -2.9187 -2.7848
135 C -0.6391 -3.3710 -1.9492
136 O 0.1798 -4.2951 -2.6376
137 C 1.1274 -4.9331 -1.9823
138 O 1.4005 -4.7728 -0.8172
139 O 1.7077 -5.7910 -2.8070
140 C 2.8988 -6.4192 -2.3881
141 H -1.6111 -2.2307 -3.6015
142 H -2.6115 -2.4106 -2.2314
143 H -2.2863 -3.8226 -3.1987
144 H -0.8704 -3.7675 -0.9625
145 H -0.1164 -2.4102 -1.8631
146 H 3.3204 -7.0336 -3.1823
147 H 2.7230 -7.0856 -1.5427
148 H 3.6417 -5.6460 -2.1818
149 C 2.9483 -0.2171 -1.9811
150 C 4.1416 -0.7004 -2.8089
151 O 4.0571 -2.1076 -3.0205
152 C 5.1024 -2.6324 -3.6498
153 O 5.8815 -2.0420 -4.3463
154 O 5.0604 -3.9537 -3.5078
155 C 6.1119 -4.7264 -4.0525
156 H 2.0447 -0.3882 -2.5702
157 H 2.9991 0.8614 -1.8269
158 H 2.9060 -0.7204 -1.0174
159 H 5.0780 -0.4868 -2.2919
160 H 4.0993 -0.1120 -3.7267
161 H 5.8463 -5.1516 -5.0236
162 H 6.2251 -5.5601 -3.3618
163 H 7.0625 -4.2252 -4.2229
164 C -2.8531 1.6416 6.0142
165 C -3.2003 0.4079 6.8142
166 O -3.2165 0.7231 8.2021
167 C -4.0652 0.1191 8.9999
168 O -4.8740 -0.7353 8.7370
169 O -3.8745 0.6028 10.2375
170 C -4.5209 -0.1042 11.3142
171 H -1.9318 2.1020 6.3815
172 H -3.5965 2.4372 6.1125
173 H -2.7513 1.4689 4.9443
174 H -2.4620 -0.3753 6.6422
175 H -4.1548 -0.0052 6.4931
176 H -4.6730 0.6113 12.1170
177 H -3.7546 -0.8257 11.6008
178 H -5.4579 -0.5684 11.0253
179 C 2.8347 4.4739 7.3400
180 C 1.9566 3.8952 6.2510
181 O 2.1792 2.5009 6.1048
182 C 2.1849 1.9389 4.8965
183 O 2.0582 2.5197 3.8406
184 O 2.1867 0.6414 5.0645
185 C 2.2586 -0.2505 3.9520
186 H 2.6630 4.0407 8.3261
187 H 2.7401 5.5568 7.4138
188 H 3.8956 4.2851 7.1526
189 H 2.1365 4.4254 5.3158
190 H 0.9097 4.0046 6.5410
191 H 1.9462 -1.2155 4.3438
192 H 3.2641 -0.2437 3.5443
193 H 1.5801 0.0048 3.1341


2.
Molecular formula: CHF3N2O3
Method: DFT, wB97M-V/def2-TZVPD

Calculated values
E_HOMO (alpha / beta) (eV): -9.7 / -9.7
Energy above the lowest of the compared OMol25 structures with the same formula, charge and spin (kJ/mol): 108.7
Net charge: 0
LUMO level (alpha / beta) (eV): -0.30 / -0.30
E_tot (eV): -18321.9790

Atoms and positions in Å:
1 C -0.5471 -1.8093 -1.3637
2 N -0.9619 -1.1759 -0.2090
3 N -1.7419 0.4970 -0.8989
4 O -2.6143 0.2520 -1.6248
5 O -1.0863 1.3050 -0.3946
6 O 0.0189 -0.6327 0.5267
7 F -1.6149 -2.0266 -2.1079
8 F 0.2231 -0.9609 -2.2012
9 F 0.1447 -2.8858 -1.0972
10 H -0.4577 -0.1605 1.3593


3.
Molecular formula: C6H12O
Method: DFT, wB97M-V/def2-TZVPD

Calculated values
E_HOMO (eV): -8.2
Energy above the lowest of the compared OMol25 structures with the same formula, charge and spin (kJ/mol): 466.9
Net charge: 0
LUMO level (eV): 0.09
E_tot (eV): -8459.5152

Atoms and positions in Å:
1 C 2.6017 0.0972 -0.0276
2 C 1.2658 0.8185 0.1146
3 O 0.5928 0.6087 1.2412
4 C -0.4484 -0.7012 0.8409
5 C -1.7278 -0.8371 1.3582
6 C -0.7224 -0.4757 -0.5831
7 C -1.6634 0.5903 -1.0976
8 H 2.4794 -0.9893 0.0843
9 H 3.2779 0.4386 0.7623
10 H 3.0681 0.2903 -1.0012
11 H 0.5476 0.3053 -0.7762
12 H 1.2724 1.8692 -0.2144
13 H 0.2274 -1.5300 1.0436
14 H -2.5049 -0.1110 1.1402
15 H -1.9777 -1.6168 2.0731
16 H -0.6096 -1.3483 -1.2218
17 H -1.3199 0.9119 -2.0862
18 H -2.6867 0.2199 -1.2181
19 H -1.6722 1.4594 -0.4322


4.
Molecular formula: CH3NO3
Method: DFT, wB97M-V/def2-TZVPD

Calculated values
<S²>: 2.008
Spin multiplicity: 3
E_HOMO (alpha / beta) (eV): 0.6 / -0.9
Net charge: -2
LUMO level (alpha / beta) (eV): 5.76 / 4.31
E_tot (eV): -8709.9477

Atoms and positions in Å:
1 C 1.7991 -2.1864 2.5610
2 N 0.5402 -2.8339 3.7246
3 O -0.5569 -3.1972 3.2576
4 O 0.7487 -2.6902 4.9477
5 O -3.8067 8.4161 -9.8801
6 H 1.6929 -2.9220 1.7461
7 H 2.7144 -2.4227 3.1325
8 H -3.1317 7.8363 -9.4895


5.
Molecular formula: CH8NO2
Method: DFT, wB97M-V/def2-TZVPD

Calculated values
E_HOMO (eV): -14.9
Energy above the lowest of the compared OMol25 structures with the same formula, charge and spin (kJ/mol): 85.8
Net charge: +1
LUMO level (eV): -5.26
E_tot (eV): -6744.4381

Atoms and positions in Å:
1 C 1.0347 1.0985 0.7546
2 N 0.3180 0.0529 0.7021
3 H 1.3352 1.5662 1.6858
4 H 1.4086 1.4946 -0.2450
5 H 0.2383 -0.4941 -0.1611
6 H -0.0608 -0.3480 1.5830
7 H 2.3867 -1.9963 -1.1588
8 H 1.6710 -2.1701 -2.4166
9 O 1.6071 -1.6350 -1.5866
10 H -3.2859 0.2869 0.8995
11 H -3.7160 1.2740 -0.2392
12 O -2.9369 0.8704 0.1824